{
  "formula": "C22H28N4O2S",
  "method": "wB97M-V/def2-TZVPD",
  "total_charge": 0,
  "smiles": "CC1CCN(CCc2nc3cc(NS(=O)(=O)c4ccccc4)ccc3n2C)CC1",
  "spin_multiplicity": 1,
  "relative_energy_kj_mol": 121.79,
  "elements": ["C", "C", "C", "C", "N", "C", "C", "C", "N", "C", "C", "C", "N", "S", "O", "O", "C", "C", "C", "C", "C", "C", "C", "C", "C", "N", "C", "C", "C", "H", "H", "H", "H", "H", "H", "H", "H", "H", "H", "H", "H", "H", "H", "H", "H", "H", "H", "H", "H", "H", "H", "H", "H", "H", "H", "H", "H"],
  "positions_angstrom": [[2.178841, 6.036849, 0.064853], [2.760382, 5.034491, 1.056029], [1.942494, 3.744212, 1.089459], [2.576798, 2.734735, 2.039834], [3.941116, 2.435869, 1.633794], [4.506237, 1.316034, 2.373613], [4.489786, 0.023496, 1.534220], [3.117498, -0.328094, 1.087014], [2.283127, -1.049542, 1.785289], [1.135453, -1.117321, 1.041973], [-0.074905, -1.740858, 1.315023], [-1.079795, -1.646640, 0.366360], [-2.306599, -2.286963, 0.575749], [-3.762157, -1.620734, 0.073388], [-3.706583, -0.188892, 0.043660], [-4.754652, -2.257058, 0.889387], [-3.910564, -2.241677, -1.597439], [-4.165038, -1.366323, -2.634310], [-4.294052, -1.863626, -3.921350], [-4.169085, -3.224888, -4.149884], [-3.918423, -4.093805, -3.098649], [-3.789924, -3.600166, -1.810912], [-0.884677, -0.946137, -0.831394], [0.307523, -0.309452, -1.107602], [1.317188, -0.397807, -0.163766], [2.596185, 0.098365, -0.103490], [3.249129, 0.915434, -1.087131], [4.754801, 3.637698, 1.675583], [4.203866, 4.677692, 0.703649], [1.153721, 6.283958, 0.330545], [2.763914, 6.953853, 0.059931], [2.181649, 5.622608, -0.941219], [2.747295, 5.482053, 2.056813], [0.921163, 3.948996, 1.414325], [1.899028, 3.317586, 0.086458], [2.000630, 1.807899, 2.034177], [2.554172, 3.140623, 3.068401], [5.544962, 1.532565, 2.637839], [3.953934, 1.136924, 3.304425], [5.142290, 0.145953, 0.669299], [4.864737, -0.791247, 2.153967], [-0.219530, -2.280640, 2.237373], [-2.399913, -2.743233, 1.470262], [-4.254099, -0.313646, -2.414805], [-4.493001, -1.191717, -4.742490], [-4.269928, -3.611925, -5.152978], [-3.825080, -5.153271, -3.283063], [-3.600860, -4.248646, -0.970764], [-1.694503, -0.900435, -1.540161], [0.436257, 0.231367, -2.033226], [3.932375, 0.318729, -1.699334], [3.802524, 1.707111, -0.580664], [2.496183, 1.357715, -1.737192], [5.776032, 3.373522, 1.386735], [4.786740, 4.071318, 2.692145], [4.236658, 4.272506, -0.309896], [4.833666, 5.568842, 0.734397]],
  "forces_ev_per_a": [[0.10, -0.11, 0.30], [-0.04, -0.07, -0.40], [0.14, 0.10, 0.42], [-0.30, -0.03, -0.20], [0.07, 0.11, 0.18], [0.08, -0.24, -0.17], [0.06, 0.25, 0.28], [-0.01, -0.13, -0.08], [0.27, -0.15, 0.51], [0.02, 0.41, -0.73], [-0.19, 0.00, -0.17], [0.64, 0.37, -0.23], [-1.02, 0.04, -0.03], [0.09, -0.20, 0.33], [0.18, -0.20, -0.31], [0.12, -0.27, -0.05], [0.07, 0.28, 0.45], [-0.02, 0.19, 0.06], [-0.02, -0.03, 0.00], [-0.01, 0.05, -0.05], [0.00, 0.00, 0.13], [-0.02, -0.19, -0.05], [0.15, 0.03, 0.00], [0.03, 0.06, -0.09], [-0.44, -0.41, 0.45], [0.00, -0.06, 0.31], [0.32, 0.08, -0.36], [0.14, 0.12, -0.27], [-0.03, 0.03, 0.44], [-0.13, 0.07, -0.03], [0.03, 0.13, -0.06], [-0.01, -0.04, -0.15], [0.01, -0.04, 0.03], [-0.07, 0.00, -0.04], [-0.04, -0.05, -0.12], [-0.02, 0.01, 0.09], [0.00, -0.06, -0.01], [-0.07, 0.02, 0.04], [0.06, 0.03, 0.01], [0.08, -0.01, 0.02], [0.00, -0.07, -0.10], [-0.02, -0.07, 0.16], [-0.26, -0.05, 0.07], [-0.01, 0.13, -0.05], [-0.01, 0.06, -0.05], [0.00, -0.03, -0.08], [0.01, -0.08, 0.00], [0.05, -0.16, 0.04], [0.06, 0.07, -0.15], [-0.01, 0.04, -0.10], [-0.06, 0.05, -0.03], [-0.09, -0.04, -0.12], [0.02, 0.03, 0.01], [-0.02, 0.02, 0.09], [0.04, -0.03, -0.01], [0.03, -0.01, -0.10], [0.03, 0.04, -0.06]],
  "nbo_charge": [-0.596, -0.216, -0.403, -0.217, -0.477, -0.196, -0.453, 0.414, -0.484, 0.106, -0.243, 0.137, -0.859, 2.300, -0.924, -0.936, -0.250, -0.222, -0.210, -0.188, -0.207, -0.205, -0.252, -0.228, 0.142, -0.376, -0.425, -0.207, -0.401, 0.210, 0.207, 0.200, 0.194, 0.215, 0.196, 0.214, 0.164, 0.199, 0.194, 0.213, 0.241, 0.218, 0.420, 0.246, 0.221, 0.218, 0.221, 0.235, 0.217, 0.213, 0.199, 0.246, 0.212, 0.198, 0.162, 0.196, 0.209]
}


{
  "formula": "C41H33F3NO3S",
  "method": "wB97M-V/def2-TZVPD",
  "total_charge": -1,
  "spin_multiplicity": 1,
  "e_tot_ev": -69672.3234,
  "elements": ["C", "N", "C", "C", "C", "C", "C", "C", "C", "C", "C", "C", "C", "C", "C", "C", "C", "C", "O", "C", "C", "C", "C", "C", "C", "C", "C", "C", "C", "H", "H", "H", "H", "H", "H", "H", "H", "H", "H", "H", "H", "H", "H", "H", "H", "H", "H", "H", "H", "H", "H", "H", "F", "C", "F", "F", "C", "C", "C", "C", "C", "S", "C", "C", "C", "C", "C", "C", "O", "O", "C", "C", "H", "H", "H", "H", "H", "H", "H", "H", "H", "H"],
  "positions_angstrom": [[-7.555397, -0.840703, 1.869390], [-6.552193, -0.232524, 2.747284], [-7.018995, 0.974866, 3.434222], [-5.174292, -0.588627, 2.694289], [-4.305582, -0.021957, 1.737921], [-2.978433, -0.331539, 1.733999], [-2.430975, -1.235911, 2.673517], [-1.023970, -1.511069, 2.728610], [-0.005046, -0.577365, 2.537444], [1.360545, -0.981681, 2.542797], [2.385851, -0.081048, 2.570451], [3.784823, -0.539703, 2.573245], [4.207826, -1.533274, 1.690073], [5.511418, -1.971767, 1.699193], [6.416228, -1.435969, 2.596213], [6.016823, -0.446494, 3.472264], [4.716760, 0.005273, 3.455941], [2.092376, 1.352671, 2.616983], [2.986384, 2.182597, 2.726819], [0.694083, 1.764670, 2.523392], [0.327856, 3.189340, 2.510797], [-0.649013, 3.657222, 1.631555], [-1.019285, 4.981448, 1.632548], [-0.432747, 5.862648, 2.520977], [0.533945, 5.415887, 3.400032], [0.918466, 4.094203, 3.391325], [-0.281801, 0.817475, 2.483870], [-3.314782, -1.848719, 3.590024], [-4.636615, -1.514845, 3.613599], [-7.117056, -1.676016, 1.326604], [-8.395812, -1.200703, 2.460797], [-7.917375, -0.103677, 1.155368], [-6.196682, 1.430181, 3.983084], [-7.399941, 1.689839, 2.707563], [-7.815779, 0.720074, 4.131236], [-4.709065, 0.661904, 1.011683], [-2.334992, 0.074875, 0.973322], [-0.722286, -2.489934, 3.066063], [1.587207, -2.033456, 2.532005], [3.504460, -1.926346, 0.974192], [5.830038, -2.725647, 0.997837], [7.435883, -1.782809, 2.602528], [6.725555, -0.020533, 4.164682], [4.403192, 0.803213, 4.108332], [-1.092228, 2.967888, 0.931697], [-1.759001, 5.332959, 0.931905], [-0.726711, 6.898761, 2.521552], [0.992945, 6.105202, 4.090612], [1.686027, 3.738629, 4.058303], [-1.303172, 1.146272, 2.493145], [-2.915146, -2.534332, 4.317622], [-5.293384, -1.936695, 4.352813], [-4.896751, -5.695791, 10.848109], [-5.080468, -5.408054, 9.546365], [-5.864798, -6.338438, 8.970178], [-5.638146, -4.189844, 9.413164], [-3.731797, -5.404631, 8.853270], [-3.641196, -5.774479, 7.519045], [-2.439448, -5.752171, 6.866125], [-1.255789, -5.342070, 7.536814], [-0.047912, -5.299833, 6.891737], [1.427708, -4.784264, 7.768329], [2.707602, -4.881884, 6.526257], [3.404474, -6.054406, 6.349117], [4.406245, -6.121491, 5.400832], [4.696789, -5.012077, 4.632035], [4.000655, -3.834418, 4.818772], [3.000485, -3.772890, 5.768557], [1.197236, -3.333998, 8.120963], [1.672827, -5.870373, 8.788425], [-1.378401, -4.975820, 8.905035], [-2.590200, -5.007366, 9.536451], [-4.537781, -6.077463, 7.004588], [-2.372775, -6.041407, 5.832468], [0.047308, -5.575555, 5.863855], [3.174949, -6.905602, 6.969951], [4.972120, -7.031450, 5.270852], [5.491416, -5.056471, 3.903796], [4.248824, -2.963853, 4.232354], [2.456328, -2.857924, 5.941353], [-0.488130, -4.675585, 9.431849], [-2.674810, -4.723889, 10.572776]],
  "forces_ev_per_a": [[1.04, 0.27, 0.53], [-0.47, -0.13, 0.21], [0.71, -0.83, -0.43], [0.29, 0.07, -0.03], [-1.23, -0.26, 0.67], [0.91, -0.82, 0.34], [-1.34, 0.30, -0.05], [1.84, 1.21, -0.07], [-1.84, -1.55, 0.23], [1.31, 0.63, 0.14], [-0.85, -1.18, -0.06], [0.31, -0.01, -0.05], [-0.44, 0.32, 0.10], [0.26, -0.18, -0.04], [0.20, -0.13, -0.07], [0.16, 0.01, 0.11], [-0.41, 0.18, -0.03], [0.53, 0.52, 0.04], [0.09, 0.04, -0.06], [-1.13, -0.77, -0.13], [0.02, 0.30, 0.05], [0.30, -0.43, 0.12], [-0.15, 0.26, -0.04], [-0.11, 0.20, -0.07], [0.02, 0.17, 0.08], [0.13, -0.39, -0.03], [0.60, 1.32, -0.07], [1.29, 0.26, -0.49], [-1.12, 0.82, -0.60], [-0.02, -0.02, 0.02], [-0.19, -0.09, 0.01], [-0.22, 0.10, -0.31], [-0.03, -0.01, 0.03], [-0.14, 0.34, -0.09], [-0.14, 0.07, 0.14], [-0.12, 0.17, -0.17], [0.13, 0.10, -0.16], [0.07, -0.34, -0.13], [0.04, -0.32, 0.10], [-0.12, -0.12, -0.13], [0.04, -0.15, -0.10], [0.20, -0.07, 0.00], [0.08, 0.05, 0.11], [0.02, 0.02, 0.13], [-0.10, -0.12, -0.16], [-0.15, 0.06, -0.10], [-0.05, 0.21, 0.00], [0.07, 0.09, 0.11], [0.06, 0.03, 0.10], [-0.20, 0.08, 0.11], [0.07, -0.22, 0.17], [-0.18, -0.15, 0.15], [-1.17, 0.17, 0.32], [3.65, -0.24, -1.75], [-1.00, 0.25, 0.64], [-1.20, -0.05, 0.66], [-1.08, -0.24, 0.46], [-0.06, 0.06, 0.02], [0.06, 0.13, 0.17], [-0.23, 0.11, 0.49], [2.34, 0.48, -0.14], [-3.77, -0.75, 0.28], [-0.17, 0.13, 0.50], [0.03, -0.56, 0.27], [0.05, -0.12, -0.05], [0.27, 0.00, -0.13], [0.03, 0.13, -0.17], [-0.16, 0.56, -0.06], [1.68, -2.63, 0.11], [0.67, 2.77, -1.23], [-0.20, -0.01, 0.11], [0.07, 0.04, -0.05], [-0.14, -0.12, -0.20], [-0.01, -0.11, -0.32], [0.37, -0.09, -0.43], [-0.09, -0.07, 0.13], [0.01, -0.13, -0.01], [0.11, 0.00, -0.15], [0.01, 0.16, -0.10], [-0.10, 0.12, 0.07], [-0.09, 0.05, 0.20], [0.09, 0.05, 0.22]],
  "mulliken_charge": [-1.021, 0.252, -1.028, -0.151, -0.018, -0.997, 0.512, -0.733, 0.618, -0.924, -0.099, 0.548, -0.222, -0.741, -0.402, -0.696, -0.409, 0.571, -0.729, -0.409, 0.066, -0.311, -0.717, -0.340, -0.703, -0.287, -0.779, -1.265, -0.247, 0.304, 0.315, 0.322, 0.297, 0.336, 0.325, 0.437, 0.637, 0.593, 0.500, 0.470, 0.409, 0.401, 0.395, 0.437, 0.488, 0.377, 0.377, 0.374, 0.420, 1.142, 0.721, 0.499, -0.277, 1.003, -0.280, -0.261, 0.198, -0.622, -1.186, 1.381, -0.727, 1.281, -0.597, -0.290, -0.650, -0.400, 0.142, -0.286, -0.656, -0.687, -0.738, -0.973, 0.370, 0.364, 0.382, 0.438, 0.366, 0.413, 0.160, 0.511, 0.357, 0.349]
}